# 1
DFT (ωB97M-V/def2-TZVPD) results for a molecular structure, C12H14ClNNa at a distorted geometry.

The geometry in XYZ format:
```
29
Properties=species:S:1:pos:R:3:nbo_charge:R:1
Cl 1.464 -1.493 -1.368 -0.03
Na -0.681 2.354 4.103 0.99
N -1.162 -1.188 -1.713 -0.50
C 0.053 0.836 -0.775 -0.32
C 1.433 0.292 3.274 -0.27
C 2.147 1.002 2.315 -0.22
C 0.351 0.645 0.721 0.02
C 2.128 1.820 -0.186 -0.21
C 1.217 1.735 -1.191 -0.12
C 0.153 -0.172 2.972 -0.31
C -0.448 0.201 1.758 -0.23
C 0.047 -0.427 -1.668 0.03
C 1.600 1.184 1.029 -0.04
C -1.200 -2.617 -1.584 -0.39
C -2.344 -0.516 -2.193 -0.39
H 1.917 0.017 4.221 0.24
H -0.870 -2.890 -0.577 0.19
H -3.170 -1.235 -2.290 0.22
H -0.564 -3.146 -2.305 0.19
H 1.283 2.161 -2.196 0.24
H -2.179 -0.034 -3.169 0.18
H -2.610 0.260 -1.466 0.17
H 3.115 2.262 -0.215 0.23
H -0.356 -0.838 3.682 0.24
H -0.922 1.361 -0.905 0.25
H 0.209 -0.112 -2.727 0.19
H -1.525 0.089 1.623 0.22
H -2.233 -2.938 -1.712 0.21
H 3.143 1.388 2.544 0.23
```

Output
charge = +1
LUMO level = -4.66 eV

# 2
DFT (ωB97M-V/def2-TZVPD) results for a single C6H8 molecule at a distorted geometry.

The geometry in XYZ format:
```
14
Properties=species:S:1:pos:R:3:nbo_charge:R:1
C 0.536 0.229 -0.001 -0.01
C 0.166 1.468 0.918 -0.22
C -1.368 -1.493 -0.362 -0.65
C -0.760 -0.242 0.127 0.01
C 1.895 0.147 -0.618 -0.66
C -1.121 1.141 0.961 -0.20
H 1.680 -0.240 -1.617 0.22
H -1.750 -1.957 0.487 0.22
H 2.388 1.127 -0.872 0.22
H -2.093 1.461 1.272 0.21
H 2.462 -0.429 -0.013 0.22
H 0.642 2.270 1.416 0.20
H -2.234 -1.366 -0.951 0.22
H -0.442 -2.114 -0.746 0.22
```

Output
ΔE to the lowest compared entry with this formula, charge and spin = 374.5 kJ/mol
LUMO level = 1.06 eV

# 3
DFT (ωB97M-V/def2-TZVPD) results for a molecular structure, C29H27FN7O8Ru at a distorted geometry.

The geometry in XYZ format:
```
73
Properties=species:S:1:pos:R:3:lowdin_charge:R:1
Ru -0.062 0.049 0.365 1.37
F -1.087 -1.621 5.641 0.16
O -0.745 -1.710 -0.126 -0.20
O 0.707 1.980 0.719 -0.33
O -2.537 1.649 3.598 0.07
O -5.045 -4.815 2.805 0.09
O -3.834 0.721 5.034 0.09
O -1.615 0.272 1.677 -0.16
O -5.787 -3.514 4.357 0.10
O -2.606 -2.603 -0.954 0.12
N -1.412 0.844 -1.050 0.00
N -3.049 -2.169 -5.802 0.09
N -3.224 -0.365 -4.647 -0.07
N -5.080 -3.759 3.402 -0.35
N -2.480 1.109 -2.921 0.01
N -2.513 -1.036 -5.601 0.05
N -3.196 0.707 4.000 -0.33
C 0.027 2.965 1.551 -0.14
C -3.237 -0.529 3.205 -0.06
C -1.420 0.525 -2.335 -0.31
C 1.787 -0.742 1.047 -0.07
C -2.863 0.978 -4.322 -0.05
C -6.084 -3.158 -3.914 -0.07
C -4.077 -1.530 3.654 0.09
C -2.507 1.644 -0.796 -0.08
C -0.316 -2.436 3.604 0.04
C -0.359 -1.428 4.567 -0.23
C 1.660 2.630 -0.149 -0.17
C 2.004 3.912 0.583 -0.14
C -5.278 -0.954 -3.268 -0.01
C -2.449 -0.675 2.027 -0.25
C -5.081 -3.332 -4.839 0.00
C -4.157 -2.295 -4.980 -0.22
C -2.005 -2.080 -0.047 -0.56
C -2.658 -1.865 1.287 -0.06
C -3.178 1.814 -1.958 -0.02
C 0.402 -2.210 2.465 0.02
C 0.644 4.306 1.173 -0.13
C -3.497 -2.858 1.744 0.08
C -4.273 -1.130 -4.220 -0.17
C -0.438 -0.353 -3.021 0.03
C -4.187 -2.693 2.933 -0.12
C 0.331 -0.217 4.444 0.04
C 1.047 0.006 3.306 0.01
C -6.177 -1.988 -3.136 -0.07
C 1.080 -0.966 2.264 -0.32
H -2.736 2.012 0.189 0.11
H -6.820 -3.938 -3.773 0.11
H 2.576 0.003 1.052 0.08
H -4.066 2.378 -2.187 0.13
H -1.044 2.910 1.376 0.10
H -2.034 1.235 -4.978 0.14
H -6.979 -1.906 -2.413 0.11
H -5.343 -0.064 -2.655 0.10
H -0.840 -3.367 3.776 0.15
H 0.735 4.958 2.039 0.13
H 0.209 2.699 2.592 0.12
H 0.373 -0.596 -2.337 0.07
H -3.632 -3.764 1.170 0.14
H 2.724 3.708 1.377 0.12
H -0.908 -1.290 -3.324 0.10
H 0.289 0.503 5.250 0.14
H 2.417 4.669 -0.080 0.13
H -3.692 1.659 -4.503 0.15
H -4.647 -1.388 4.560 0.14
H 1.189 2.832 -1.115 0.13
H 2.506 1.960 -0.294 0.12
H 2.032 -1.630 0.470 0.10
H 1.613 0.922 3.198 0.13
H 0.041 4.807 0.415 0.12
H 0.470 -2.966 1.696 0.14
H -0.026 0.127 -3.910 0.10
H -5.004 -4.226 -5.444 0.12
```

Output
ΔE to the lowest compared entry with this formula, charge and spin = 11.2 kJ/mol
charge = +1
LUMO level (spin up / spin down) = -5.59 / -5.59 eV

# 4
DFT (ωB97M-V/def2-TZVPD) results for a single C4H6N2O molecule.

The geometry in XYZ format:
```
13
Properties=species:S:1:pos:R:3:nbo_charge:R:1
O 2.341 -1.134 0.450 -0.67
N -2.313 -0.187 0.086 -0.82
N 0.023 -0.866 0.447 -0.58
C 1.269 -0.367 0.131 0.44
C 1.146 0.842 -0.482 -0.40
C -0.266 1.137 -0.511 -0.29
C -0.927 0.088 0.043 0.25
H -0.734 2.017 -0.929 0.22
H 3.133 -0.670 0.151 0.49
H 1.951 1.441 -0.887 0.22
H -2.553 -0.827 0.836 0.36
H -2.599 -0.635 -0.782 0.37
H -0.109 -1.279 1.358 0.40
```

Output
ΔE to the lowest compared entry with this formula, charge and spin = 109.8 kJ/mol
LUMO level = 0.81 eV

# 5
DFT (ωB97M-V/def2-TZVPD) results for a molecular structure, C6H5InNO2 at a distorted geometry.

The geometry in XYZ format:
```
15
Properties=species:S:1:pos:R:3:lowdin_charge:R:1
In -6.752 18.082 1.102 1.56
O -7.018 21.149 -1.270 0.33
O -7.062 19.331 -0.117 -0.21
N -7.270 19.941 -1.159 -0.17
C -8.148 19.258 -2.091 -0.07
C -8.355 17.880 -2.123 0.16
C -8.895 20.070 -2.933 0.18
C -9.380 17.377 -2.975 0.16
C -9.946 19.606 -3.706 0.16
C -10.205 18.232 -3.709 0.10
H -9.611 16.323 -2.935 0.17
H -10.339 20.271 -4.461 0.18
H -8.778 21.143 -2.905 0.18
H -10.923 17.848 -4.419 0.17
H -7.842 17.209 -1.451 0.11
```

Output
ΔE to the lowest compared entry with this formula, charge and spin = 443.9 kJ/mol
charge = +3
LUMO level = -19.11 eV

# 6
DFT (ωB97M-V/def2-TZVPD) results for a single C4H9N3S molecule at a distorted geometry.

The geometry in XYZ format:
```
17
Properties=species:S:1:pos:R:3:nbo_charge:R:1
S -2.201 -1.169 -0.002 -0.14
N -0.193 0.565 0.062 -0.48
N -2.301 1.434 0.013 -0.86
N 0.721 -0.453 -0.004 -0.20
C 2.539 1.336 -0.047 -0.66
C -1.531 0.267 -0.001 0.20
C 2.963 -1.232 -0.011 -0.59
C 1.934 -0.054 0.003 0.26
H 3.533 1.077 -0.123 0.23
H 3.666 -1.238 0.877 0.20
H -1.887 2.423 -0.278 0.39
H 2.638 -2.082 -0.105 0.20
H 2.051 1.819 -0.841 0.23
H 2.137 2.013 1.013 0.21
H -3.405 1.225 -0.136 0.44
H 3.534 -0.944 -0.796 0.20
H -0.072 1.688 0.263 0.37
```

Output
ΔE to the lowest compared entry with this formula, charge and spin = 360.3 kJ/mol
LUMO level = 0.45 eV

# 7
DFT (ωB97M-V/def2-TZVPD) results for 2 unconnected molecules or ions with the total composition C3H10O3 at a distorted geometry.

The geometry in XYZ format:
```
16
Properties=species:S:1:pos:R:3:nbo_charge:R:1
O 0.657 0.036 1.349 -0.74
O -0.714 1.818 4.429 -0.94
O -0.716 -1.655 -2.990 -0.72
C -0.100 -0.755 -0.814 -0.44
C 0.832 0.255 -0.120 -0.06
C 0.042 -0.618 -2.364 -0.07
H 0.483 1.253 -0.448 0.16
H 0.291 -1.714 -0.425 0.20
H -1.093 -0.585 -0.353 0.22
H 0.785 0.879 1.832 0.47
H -1.071 1.488 3.573 0.47
H 1.873 0.129 -0.474 0.17
H 1.043 -0.619 -2.837 0.17
H -0.384 -2.500 -2.622 0.46
H -1.484 2.242 4.871 0.47
H -0.444 0.347 -2.607 0.18
```

Output
ΔE to the lowest compared entry with this formula, charge and spin = 91.0 kJ/mol
LUMO level = 0.63 eV

# 8
DFT (ωB97M-V/def2-TZVPD) results for 8 unconnected molecules or ions with the total composition C32H76Cl8N4 at a distorted geometry.

The geometry in XYZ format:
```
120
Properties=species:S:1:pos:R:3:lowdin_charge:R:1
Cl 3.490 -5.643 2.567 0.54
Cl 5.314 4.156 -0.358 0.58
Cl 5.050 7.368 -1.039 0.56
Cl -3.741 0.814 -0.014 0.60
Cl 1.906 -1.697 3.160 0.58
Cl -1.167 1.187 1.572 0.65
Cl 1.119 2.224 -0.451 0.69
Cl -5.849 4.528 0.767 0.57
N 4.749 -2.195 -1.476 -0.17
N -2.478 -2.874 4.894 -0.20
N -1.435 -1.500 -2.818 -0.19
N -1.846 5.042 -1.108 -0.15
C -1.870 4.565 -2.547 -0.22
C -0.830 -2.809 -3.123 -0.22
C -1.326 -1.244 6.510 -0.11
C -2.736 6.726 0.410 -0.09
C -5.422 2.773 0.769 -0.63
C 1.963 -3.498 3.055 -0.65
C 0.518 5.411 -1.073 -0.11
C -2.192 -2.852 2.557 -0.09
C 3.896 -0.256 -0.006 -0.05
C -1.420 3.165 -2.819 -0.10
C -2.603 -1.625 -2.206 -0.44
C -0.663 4.974 -0.437 -0.38
C -1.316 -0.673 -4.070 -0.27
C -0.031 0.040 -4.277 -0.08
C -0.010 0.832 -0.677 -0.62
C 3.991 -1.904 -0.137 -0.14
C -1.841 -4.156 5.383 -0.18
C -1.571 -1.794 5.101 -0.30
C -0.336 0.099 0.539 -0.68
C -2.380 6.440 -0.972 -0.28
C 3.764 4.965 -0.290 -0.64
C 4.293 -1.683 -3.875 -0.08
C -3.025 -3.119 3.707 -0.38
C 5.207 -3.480 -1.676 -0.36
C 3.830 6.139 -1.377 -0.66
C 4.679 -4.564 -1.010 -0.10
C -3.987 2.559 0.351 -0.62
C -3.725 -1.801 -2.958 -0.09
C -2.886 -4.996 6.180 -0.04
C -0.249 -3.533 -1.768 -0.07
C 3.763 -1.901 -2.501 -0.31
C 3.355 -3.897 3.096 -0.64
H -0.788 5.105 0.560 0.10
H -0.709 -0.299 6.498 0.07
H 3.494 -0.090 0.861 -0.03
H -3.373 5.951 0.706 0.01
H 1.546 -3.555 2.062 0.04
H -0.739 1.079 -1.302 -0.03
H 3.426 -1.793 -4.429 0.04
H 1.354 4.956 -0.782 -0.04
H 0.327 -2.665 -1.349 0.05
H -3.823 -5.378 5.554 0.12
H 5.897 -3.541 -2.595 0.17
H -3.900 -1.598 -3.939 0.07
H 0.448 -0.129 1.070 -0.04
H -1.735 2.447 -2.106 0.04
H -1.765 2.803 -3.731 0.06
H 4.809 -2.486 -4.134 0.01
H -0.518 -2.001 4.658 0.09
H 6.095 -3.203 -1.009 0.13
H -1.562 -1.235 -4.959 0.11
H -2.765 4.698 -3.119 0.09
H 4.024 -4.455 -0.328 0.00
H 3.828 5.745 -2.368 0.07
H 4.812 -0.651 -3.808 0.13
H -1.376 -4.666 4.479 0.13
H 0.736 5.368 -2.196 0.13
H -0.079 0.609 -3.378 0.01
H 5.004 0.134 -0.125 0.14
H 4.858 -1.861 0.659 0.13
H 0.222 0.573 -5.338 0.14
H 0.813 -0.777 -4.147 0.09
H 3.735 -3.990 4.166 0.10
H -4.514 -1.767 -2.332 0.06
H 3.233 -1.048 -2.155 0.07
H -2.418 -0.963 7.020 0.12
H 4.097 -4.856 -1.744 0.04
H -1.104 -3.732 -1.074 0.06
H -1.572 -3.404 -3.782 0.12
H 0.104 -2.742 -3.825 0.12
H -6.136 2.077 0.296 0.08
H -2.212 -0.088 -4.092 0.10
H 0.461 0.142 -1.452 0.09
H -5.373 2.304 1.700 0.04
H -1.691 7.113 -1.745 0.17
H -0.860 -1.861 7.424 0.10
H 3.105 -0.059 -0.642 -0.01
H 3.183 -2.460 0.168 0.06
H 3.011 4.441 -0.613 -0.06
H -0.458 3.939 -0.308 0.04
H -0.759 -0.887 0.360 0.09
H -2.925 -2.430 1.693 0.13
H -2.371 -5.744 6.494 -0.02
H 4.020 -3.283 2.651 0.01
H -3.242 6.475 -1.611 0.09
H -1.265 5.237 -3.321 0.14
H -2.625 -2.186 -1.380 0.09
H 2.984 -2.807 -2.692 0.15
H 5.382 -5.356 -0.740 0.12
H -3.341 7.730 0.324 0.13
H -1.320 -2.232 2.428 0.04
H -3.773 -3.861 3.792 0.13
H -3.655 -2.291 3.785 0.11
H -1.776 -1.008 4.386 0.10
H -0.373 3.052 -2.727 0.04
H 0.599 -4.289 -2.033 0.09
H 3.012 6.728 -1.170 0.00
H -2.665 -0.493 -1.807 0.09
H -1.824 6.626 0.977 0.06
H -3.658 -2.944 -3.061 0.12
H -3.175 2.917 0.813 -0.01
H 0.729 6.445 -0.838 0.09
H -1.782 -3.893 2.265 0.09
H 1.195 -3.873 3.847 0.11
H -1.076 -4.036 5.905 0.02
H -3.184 -4.462 7.064 0.07
H 3.537 5.448 0.685 0.10
H -3.772 2.970 -0.621 0.04
```

Output
ΔE to the lowest compared entry with this formula, charge and spin = 1773.8 kJ/mol
LUMO level = 0.50 eV

# 9
DFT (ωB97M-V/def2-TZVPD) results for 2 unconnected molecules or ions with the total composition C11H19I at a distorted geometry.

The geometry in XYZ format:
```
31
Properties=species:S:1:pos:R:3:nbo_charge:R:1
I -3.773 -0.362 -0.513 -0.11
C 0.078 -0.990 -0.064 -0.56
C -2.894 0.952 2.107 -0.57
C -2.368 0.465 0.981 -0.44
C 1.007 3.260 0.101 -0.40
C 0.747 0.293 -0.162 0.57
C 0.010 -1.903 -1.290 -0.40
C 0.167 2.550 -0.987 -0.41
C 1.430 0.950 1.070 -0.51
C -0.226 -3.418 -1.120 -0.60
C 0.495 1.142 -1.347 -0.55
C 0.921 2.356 1.399 -0.40
H -0.224 -3.936 -2.008 0.22
H 0.544 -3.734 -0.452 0.20
H 1.667 2.867 2.162 0.22
H -0.828 2.485 -0.514 0.23
H -0.275 0.795 -2.041 0.26
H 1.092 0.356 1.807 0.23
H 0.067 3.374 -1.763 0.23
H -0.954 -0.472 0.292 0.38
H 1.516 1.284 -1.926 0.26
H -0.154 2.231 1.787 0.24
H 0.885 -1.788 -1.822 0.19
H 2.124 3.236 -0.042 0.19
H -3.991 0.952 2.479 0.19
H -0.767 -1.558 -1.955 0.22
H 0.556 4.232 0.199 0.22
H 0.552 -1.545 0.823 0.23
H -1.280 -3.538 -0.860 0.22
H 2.469 0.827 0.914 0.24
H -2.202 1.330 2.852 0.19
```

Output
ΔE to the lowest compared entry with this formula, charge and spin = 372.1 kJ/mol
LUMO level (spin up / spin down) = -1.39 / -1.39 eV

# 10
DFT (ωB97M-V/def2-TZVPD) results for a molecular structure, C2H9AlO3PS.

The geometry in XYZ format:
```
17
Properties=species:S:1:pos:R:3:nbo_charge:R:1
S -3.088 2.144 -1.032 -0.70
P -2.165 0.648 -0.201 1.22
Al -0.174 1.044 1.145 1.11
O 1.144 1.181 0.003 -0.95
O -3.252 -0.194 0.719 -1.01
O -1.845 -0.460 -1.384 -1.00
C 1.679 -1.118 -0.649 -0.65
C 2.170 0.275 -0.248 -0.03
H -0.084 -0.287 2.083 -0.44
H 2.473 -1.665 -1.169 0.19
H -2.783 -0.805 1.306 0.48
H 0.833 -1.010 -1.336 0.21
H -1.478 -1.270 -1.004 0.48
H 1.352 -1.711 0.207 0.20
H 2.799 0.666 -1.060 0.14
H -0.413 2.383 1.987 -0.40
H 2.830 0.179 0.632 0.14
```

Output
charge = -1
LUMO level = 3.40 eV

# 11
DFT (ωB97M-V/def2-TZVPD) results for 2 unconnected molecules or ions with the total composition CH5NO2 at a distorted geometry.

The geometry in XYZ format:
```
9
Properties=species:S:1:pos:R:3:nbo_charge:R:1
O -2.122 0.071 -0.414 -0.24
O 1.444 1.548 0.357 -0.72
N -2.155 -1.226 -0.585 -0.04
C 0.911 0.223 0.302 -0.26
H 0.341 -0.155 1.233 0.19
H -2.090 -1.820 0.206 0.28
H 1.807 1.681 -0.535 0.46
H 0.158 0.161 -0.543 0.16
H 1.707 -0.484 -0.020 0.16
```

Output
ΔE to the lowest compared entry with this formula, charge and spin = 478.2 kJ/mol
LUMO level = -1.37 eV

# 12
DFT (ωB97M-V/def2-TZVPD) results for a molecular structure, B2H8Sn at a distorted geometry.

The geometry in XYZ format:
```
11
Properties=species:S:1:pos:R:3:nbo_charge:R:1
Sn 1.419 -1.411 0.453 1.46
B -0.015 0.851 1.173 -0.80
B -0.222 -0.620 -1.251 -0.96
H 0.670 0.533 0.402 -0.06
H -0.969 0.392 0.963 0.02
H -0.017 -1.676 -1.327 0.02
H -0.959 -0.373 -0.502 0.09
H 0.263 0.599 2.184 0.01
H -0.128 1.922 1.101 0.08
H -0.641 -0.255 -2.176 0.12
H 0.600 0.039 -1.021 0.03
```

Output
ΔE to the lowest compared entry with this formula, charge and spin = 208.6 kJ/mol
LUMO level = -2.43 eV

Number 1: total energy -31093.3697 eV. Number 2: total energy -6346.9020 eV. Number 3: total energy -62608.4026 eV. Number 4: total energy -9272.3634 eV. Number 5: total energy -17017.2323 eV. Number 6: total energy -19595.9018 eV. Number 7: total energy -9414.5893 eV. Number 8: total energy -140536.7741 eV. Number 9: total energy -19809.5425 eV. Number 10: total energy -35088.3993 eV. Number 11: total energy -6698.7558 eV. Number 12: total energy -7305.7016 eV.